{"formula": "C9H30N2O8P4Si2", "method": "ωB97M-V/def2-TZVPD", "symbols": ["C", "C", "O", "O", "C", "N", "P", "P", "O", "O", "O", "P", "P", "O", "O", "O", "H", "H", "H", "H", "H", "H", "H", "H", "H", "H", "H", "H", "C", "Si", "C", "C", "N", "Si", "C", "C", "C", "H", "H", "H", "H", "H", "H", "H", "H", "H", "H", "H", "H", "H", "H", "H", "H", "H", "H"], "coordinates": [[3.75926, 0.79386, 5.21237], [4.93159, -0.06484, 4.65442], [5.81884, -0.29137, 5.36609], [4.89386, -0.49001, 3.31280], [4.28037, -1.73329, 3.16866], [2.75388, -1.63516, 3.21856], [2.12574, -3.35117, 3.18514], [0.14873, -3.49661, 4.07021], [-0.30423, -4.84107, 3.73794], [-0.92861, -2.43971, 3.44535], [0.13434, -3.34966, 5.69577], [2.29269, -0.66558, 1.73822], [0.50373, 0.35611, 2.42401], [0.37553, 0.19632, 3.89818], [-0.78079, -0.28686, 1.55441], [0.59202, 1.94057, 2.11988], [4.15186, 1.72353, 5.66562], [3.21153, 0.22512, 5.98819], [3.05890, 1.05633, 4.38860], [4.67328, -2.52441, 3.83627], [4.50630, -2.06246, 2.12944], [2.41355, -1.15376, 4.06540], [1.89699, -3.62488, 1.80325], [-1.20273, -1.79339, 4.12555], [0.48896, -2.47172, 5.93877], [2.00421, -1.59925, 0.69642], [-0.46972, -1.19171, 1.35834], [-0.19430, 2.30732, 2.57397], [-1.31342, 1.99774, -0.61087], [-1.77662, 1.07346, -2.19516], [-3.43753, 0.23832, -1.86296], [-0.46144, -0.27469, -2.41868], [-1.82941, 2.16983, -3.47568], [-2.20642, 1.70741, -5.06844], [-3.94070, 0.98050, -5.23994], [-0.97032, 0.47407, -5.79287], [-2.15375, 3.23763, -6.17839], [-1.26954, 1.30601, 0.23135], [-0.33004, 2.46579, -0.71437], [-2.04739, 2.77608, -0.38771], [-3.41506, -0.29773, -0.90418], [-3.68462, -0.49191, -2.63496], [-4.23653, 0.98012, -1.81317], [0.49928, 0.16642, -2.69442], [-0.74743, -0.99757, -3.18409], [-0.32164, -0.83618, -1.47866], [-4.00796, -0.01833, -4.80352], [-4.21257, 0.88862, -6.29828], [-4.67895, 1.62411, -4.75750], [0.05439, 0.81592, -5.63478], [-1.12713, 0.36895, -6.87344], [-1.08360, -0.51944, -5.35454], [-1.16068, 3.69145, -6.16665], [-2.88434, 3.97932, -5.84807], [-2.39236, 2.96185, -7.21189]], "lumo_ha": -0.10332, "homo_energy_ev": -5.23, "homo_lumo_gap_ev": 2.4, "e_tot_ha": -3016.79479, "largest_force_ev_per_a": 3.66}